Run a
{
  "formula": "H5N3S",
  "method": "the ωB97M-V functional and the def2-TZVPD basis",
  "symbols": ["N", "N", "S", "N", "H", "H", "H", "H", "H"],
  "positions_angstrom": [[-0.46613, -1.58748, -0.66148], [-0.88026, -0.51579, 0.26694], [-0.59565, 1.12927, 0.17025], [1.13114, 1.32250, 0.39775], [-1.30674, -1.68455, -1.21670], [0.11455, -1.13712, -1.32769], [-0.90217, -1.05059, 1.10810], [1.39666, 2.16535, -0.07497], [1.50861, 1.35840, 1.33780]],
  "smiles": "NNSN",
  "e_lumo_ev": 0.94,
  "gap_ev": 9.63
}

=====

Run b
{
  "formula": "H5N3S",
  "method": "the ωB97M-V functional and the def2-TZVPD basis",
  "symbols": ["N", "N", "N", "S", "H", "H", "H", "H", "H"],
  "positions_angstrom": [[-0.33647, -1.84613, 0.24789], [0.09925, 2.27369, -0.02829], [-0.07091, -0.84353, -0.52810], [0.86582, 0.94156, 0.67753], [0.46841, -2.45023, 0.64710], [-1.00819, -1.60427, 0.98096], [-0.94786, 2.53024, 0.15934], [0.12514, 2.02453, -0.95644], [0.80482, -1.02585, -1.20001]],
  "e_lumo_ev": [0.41, 0.13],
  "gap_ev": [7.96, 7.75]
}

=====

It is run b that is the least stable of them.

=====

Run a
{
  "formula": "C2H5NO3",
  "method": "the ωB97M-V functional and the def2-TZVPD basis",
  "symbols": ["N", "C", "O", "O", "C", "O", "H", "H", "H", "H", "H"],
  "positions_angstrom": [[0.78316, 0.95188, 0.75274], [0.31695, 0.05904, -0.16420], [1.07755, -0.07768, -1.28221], [-0.15781, -1.49455, 0.25258], [-1.17308, 0.18208, -0.38288], [-1.98589, 0.32464, 0.51368], [1.65165, 1.42577, 0.55479], [0.60227, 0.72106, 1.72342], [1.12757, -1.01648, -1.51278], [-0.81698, -1.54615, 0.95942], [-1.42537, 0.47040, -1.41457]],
  "smiles": "NC(O)(O)C=O",
  "e_lumo_ev": 0.71,
  "gap_ev": 9.99
}

=====

Run b
{
  "formula": "C2H5NO3",
  "method": "the ωB97M-V functional and the def2-TZVPD basis",
  "symbols": ["N", "C", "O", "H", "H", "H", "O", "C", "O", "H", "H"],
  "positions_angstrom": [[-1.25398, 0.20821, 1.44004], [-1.44739, -0.93080, 0.55969], [-2.15003, -0.73102, -0.42213], [-1.87697, 0.06303, 2.23539], [-1.62183, 1.07300, 1.03736], [-0.93658, -1.84132, 0.87162], [2.50586, 1.52459, -0.69202], [2.22414, 0.30487, -0.86950], [1.37530, -0.03207, -1.98972], [2.38550, -0.50278, -0.07248], [0.79599, 0.86429, -2.09824]],
  "smiles": "NC=O.O=CO",
  "e_lumo_ev": 0.57,
  "gap_ev": 10.80
}

=====

Run c
{
  "formula": "C2H5NO3",
  "method": "the ωB97M-V functional and the def2-TZVPD basis",
  "symbols": ["N", "C", "O", "H", "H", "H", "O", "C", "O", "H", "H"],
  "positions_angstrom": [[-1.44228, 1.22647, -0.55244], [-1.48578, 0.17055, 0.27948], [-1.39039, -0.99987, -0.04911], [-0.80421, 1.25406, -1.33021], [-1.74738, 2.10531, -0.16500], [-1.56476, 0.37387, 1.36072], [1.30748, 0.22760, -0.95380], [1.85049, -0.24763, 0.00035], [1.24510, -0.58089, 1.15240], [2.92103, -0.49085, -0.00067], [0.39074, -1.01425, 0.95878]],
  "smiles": "NC=O.O=CO",
  "e_lumo_ev": 0.89,
  "gap_ev": 11.21
}

=====

Run d
{
  "formula": "C2H5NO3",
  "method": "the ωB97M-V functional and the def2-TZVPD basis",
  "symbols": ["C", "C", "N", "O", "O", "O", "H", "H", "H", "H", "H"],
  "positions_angstrom": [[0.96348, -0.25496, -0.33410], [-1.16786, 0.49621, -0.19701], [1.85109, 0.20324, 0.46819], [-1.60724, -0.38588, -1.13166], [-1.12384, 1.65671, -0.42645], [-1.24398, -0.06083, 1.00672], [0.57726, -1.23072, 0.03380], [2.23854, -0.36815, 1.25115], [-1.44622, -0.07806, -2.06640], [2.14398, 1.09560, 0.46581], [-1.18522, -1.07316, 0.92994]],
  "e_lumo_ev": 0.55,
  "gap_ev": 9.15
}

=====

It is run d that is the least stable of them.